No. 1
{
  "formula": "C22H32N4O3",
  "method": "wB97M-V/def2-TZVPD",
  "smiles": "CCCCCn1c(=O)[nH]c2cc(C(=O)NCCN3CCCC[C@@H]3C)ccc2c1=O",
  "max_force_ev_per_a": 0.68,
  "total_charge": 0,
  "e_lumo_ev": -0.1,
  "e_above_lowest_kcal_mol": 4.09,
  "energy_ha": -1302.36553,
  "homo_ev": -8.7,
  "symbols": ["C", "C", "C", "C", "C", "N", "C", "O", "N", "C", "C", "C", "C", "O", "N", "C", "C", "N", "C", "C", "C", "C", "C", "C", "C", "C", "C", "C", "O", "H", "H", "H", "H", "H", "H", "H", "H", "H", "H", "H", "H", "H", "H", "H", "H", "H", "H", "H", "H", "H", "H", "H", "H", "H", "H", "H", "H", "H", "H", "H", "H"],
  "xyz": [[0.48, -0.65, 7.81], [0.56, -0.14, 6.37], [1.98, -0.13, 5.81], [2.66, -1.50, 5.75], [1.97, -2.50, 4.82], [1.92, -2.02, 3.44], [3.11, -2.04, 2.74], [4.14, -2.47, 3.21], [3.07, -1.55, 1.46], [1.94, -1.06, 0.85], [1.96, -0.57, -0.45], [0.80, -0.10, -1.04], [0.92, 0.43, -2.44], [1.94, 0.94, -2.85], [-0.19, 0.26, -3.20], [-0.26, 0.75, -4.56], [-0.99, 2.09, -4.70], [-2.41, 1.96, -4.96], [-2.99, 3.21, -5.42], [-4.39, 2.97, -5.98], [-5.28, 2.33, -4.92], [-4.61, 1.06, -4.43], [-3.18, 1.32, -3.91], [-3.21, 2.05, -2.56], [-0.40, -0.09, -0.32], [-0.42, -0.58, 0.97], [0.74, -1.07, 1.57], [0.70, -1.60, 2.94], [-0.32, -1.67, 3.59], [0.72, -1.70, 7.87], [1.16, -0.09, 8.45], [-0.53, -0.52, 8.19], [-0.09, -0.74, 5.73], [0.18, 0.89, 6.34], [2.60, 0.52, 6.43], [1.96, 0.30, 4.81], [3.69, -1.37, 5.41], [2.69, -1.94, 6.75], [0.94, -2.68, 5.13], [2.53, -3.44, 4.82], [3.94, -1.56, 0.95], [2.88, -0.54, -1.01], [-1.00, -0.18, -2.80], [-0.75, 0.00, -5.19], [0.77, 0.87, -4.88], [-0.56, 2.60, -5.57], [-0.76, 2.71, -3.82], [-3.04, 3.97, -4.62], [-2.35, 3.60, -6.21], [-4.31, 2.30, -6.84], [-4.81, 3.91, -6.32], [-5.43, 3.03, -4.10], [-6.26, 2.09, -5.34], [-4.54, 0.35, -5.26], [-5.20, 0.59, -3.64], [-2.73, 0.33, -3.75], [-3.76, 1.46, -1.83], [-3.69, 3.02, -2.64], [-2.20, 2.21, -2.18], [-1.30, 0.31, -0.75], [-1.33, -0.58, 1.55]]
}

=====

No. 2
{
  "formula": "C22H32N6O6",
  "method": "wB97M-V/def2-TZVPD",
  "smiles": "CCOC(=O)N1CCN(C(=O)Nc2ccc(NC(=O)N3CCN(C(=O)OCC)CC3)cc2)CC1",
  "max_force_ev_per_a": 0.57,
  "total_charge": 0,
  "e_lumo_ev": 0.5,
  "e_above_lowest_kcal_mol": 2.85,
  "energy_ha": -1637.61863,
  "homo_ev": -7.9,
  "symbols": ["C", "C", "O", "C", "O", "N", "C", "C", "N", "C", "O", "N", "C", "C", "C", "C", "N", "C", "O", "N", "C", "C", "N", "C", "O", "O", "C", "C", "C", "C", "C", "C", "C", "C", "H", "H", "H", "H", "H", "H", "H", "H", "H", "H", "H", "H", "H", "H", "H", "H", "H", "H", "H", "H", "H", "H", "H", "H", "H", "H", "H", "H", "H", "H", "H", "H"],
  "xyz": [[-4.44, 4.67, -6.26], [-4.17, 3.19, -6.54], [-3.42, 2.59, -5.50], [-4.12, 2.20, -4.41], [-5.32, 2.32, -4.29], [-3.33, 1.60, -3.48], [-1.89, 1.59, -3.51], [-1.35, 2.51, -2.41], [-1.89, 2.13, -1.11], [-1.11, 1.30, -0.34], [0.00, 0.95, -0.69], [-1.65, 0.97, 0.88], [-1.05, 0.18, 1.86], [-1.44, 0.36, 3.19], [-0.90, -0.42, 4.19], [0.05, -1.40, 3.90], [0.57, -2.15, 4.95], [1.57, -3.11, 4.95], [1.41, -4.15, 5.56], [2.73, -2.82, 4.29], [3.75, -3.83, 4.23], [4.19, -4.01, 2.77], [4.15, -2.72, 2.10], [3.69, -2.66, 0.83], [3.40, -3.64, 0.18], [3.61, -1.39, 0.37], [3.25, -1.28, -1.01], [3.11, 0.19, -1.35], [4.34, -1.58, 2.96], [3.19, -1.48, 3.98], [0.40, -1.61, 2.56], [-0.14, -0.83, 1.56], [-3.34, 2.16, -1.10], [-3.89, 1.24, -2.20], [-4.95, 5.11, -7.11], [-5.06, 4.77, -5.38], [-3.50, 5.20, -6.10], [-3.57, 3.07, -7.44], [-5.12, 2.66, -6.65], [-1.54, 1.92, -4.49], [-1.54, 0.57, -3.33], [-0.26, 2.44, -2.35], [-1.64, 3.55, -2.60], [-2.40, 1.55, 1.23], [-2.17, 1.11, 3.44], [-1.20, -0.27, 5.22], [-0.11, -2.34, 5.69], [4.60, -3.54, 4.86], [3.34, -4.76, 4.63], [3.52, -4.68, 2.23], [5.21, -4.42, 2.73], [4.03, -1.76, -1.61], [2.31, -1.82, -1.18], [2.25, 0.62, -0.84], [2.96, 0.30, -2.42], [4.00, 0.73, -1.05], [4.38, -0.68, 2.35], [5.30, -1.69, 3.47], [3.55, -0.98, 4.89], [2.38, -0.89, 3.56], [1.08, -2.41, 2.30], [0.16, -0.99, 0.54], [-3.74, 1.85, -0.14], [-3.65, 3.19, -1.30], [-4.98, 1.33, -2.27], [-3.62, 0.20, -1.98]]
}